No. 1
# C7H12

The molecule C7H12 at a distorted geometry (wB97M-V/def2-TZVPD, OMol25).

Geometry as ORCA input:
```
! wB97M-V def2-TZVPD RIJCOSX def2/J DEFGRID3
* xyz 0 1
C 0.51 0.56 -1.68
C 0.31 -0.47 -0.82
C 0.16 -1.88 -1.43
C -0.16 -0.34 0.61
C -0.26 -1.42 1.39
C -0.69 1.01 1.08
C 0.15 2.26 0.87
H 0.08 0.84 -2.63
H 1.21 1.30 -1.28
H 0.72 -2.67 -0.92
H 0.69 -1.72 -2.37
H -0.83 -2.22 -1.73
H -0.41 -1.19 2.44
H 0.09 -2.33 0.93
H -1.73 1.18 0.80
H -0.89 0.89 2.17
H 0.01 3.01 1.65
H 1.22 2.13 0.71
H -0.16 2.68 -0.10
*
```

Results
calculated total energy	-7450.5057	eV
SMILES	C=C(C)C(=C)CC
orbital gap	8.5257	eV
HOMO	-8.07	eV
ΔE to the lowest compared entry with this formula, charge and spin	282.3	kJ/mol

=====

No. 2
# C4H5O4

A cluster of 2 separate species, C4H5O4 in total at a distorted geometry (wB97M-V/def2-TZVPD, OMol25).

Geometry as ORCA input:
```
! wB97M-V def2-TZVPD RIJCOSX def2/J DEFGRID3
* xyz -1 1
O -0.38 0.79 -2.28
C 0.17 1.78 -2.89
O 1.29 2.22 -2.27
H 1.23 1.97 -1.18
O 1.02 -0.50 0.19
C 0.18 -1.46 0.87
C -0.98 -0.61 1.37
O -0.59 0.72 0.93
C 0.41 0.68 0.07
H -0.12 -2.23 0.15
H 0.77 -1.91 1.67
H -1.07 -0.59 2.46
H -1.94 -0.86 0.91
*
```

Results
calculated total energy	-12415.6398	eV
orbital gap (alpha / beta)	4.7875 / 4.7870	eV
HOMO (alpha / beta)	-1.51 / -1.51	eV
ΔE to the lowest compared entry with this formula, charge and spin	546.3	kJ/mol